Molecular formula: C41H31Cl2O2RhS3
Method: DFT, the ωB97M-V functional and the def2-TZVPD basis

```
80
C41H31Cl2O2RhS3 (the ωB97M-V functional and the def2-TZVPD basis)
Rh -0.981 -0.128 0.346
Cl 0.520 1.702 0.533
C -0.272 3.062 -0.246
C 0.460 4.229 -0.359
C -0.126 5.326 -0.964
C -1.428 5.225 -1.436
C -2.129 4.042 -1.301
Cl -3.753 3.987 -1.912
C -1.581 2.895 -0.696
S -2.502 1.427 -0.522
H 1.472 4.269 0.021
H 0.423 6.251 -1.069
H -1.910 6.066 -1.913
C -8.268 -1.402 -0.221
C -6.768 -1.488 -0.169
C -6.021 -0.574 0.560
C -4.634 -0.652 0.601
C -3.993 -1.650 -0.107
C -4.722 -2.592 -0.827
C -6.099 -2.503 -0.858
S -2.230 -1.858 0.081
O -2.075 -3.029 0.963
C -1.790 -2.352 -1.598
C -2.227 -1.510 -2.653
C -1.836 -1.758 -3.928
C -0.975 -2.848 -4.225
C -0.557 -3.117 -5.548
C 0.278 -4.165 -5.820
C 0.731 -4.991 -4.773
C 0.346 -4.750 -3.483
C -0.518 -3.672 -3.172
C -0.938 -3.396 -1.827
C -0.467 -4.314 -0.748
C -1.116 -5.583 -0.636
C -2.190 -5.946 -1.489
C -2.813 -7.152 -1.355
C -2.399 -8.065 -0.362
C -1.369 -7.744 0.473
C -0.706 -6.499 0.358
C 0.360 -6.154 1.222
C 0.986 -4.954 1.103
C 0.568 -4.038 0.109
S 1.470 -2.499 0.204
O 2.771 -2.806 0.783
C 1.766 -1.975 -1.462
C 2.752 -2.698 -2.123
C 3.051 -2.382 -3.436
C 2.389 -1.348 -4.094
C 2.690 -1.023 -5.529
C 1.425 -0.624 -3.397
C 1.103 -0.931 -2.087
H -8.635 -0.548 0.346
H -8.723 -2.304 0.190
H -8.616 -1.300 -1.251
H -6.523 0.216 1.104
H -4.057 0.063 1.173
H -4.212 -3.392 -1.349
H -6.671 -3.231 -1.422
H -2.860 -0.661 -2.424
H -2.174 -1.121 -4.737
H -0.916 -2.476 -6.345
H 0.588 -4.366 -6.837
H 1.392 -5.820 -4.991
H 0.707 -5.388 -2.686
H -2.519 -5.253 -2.252
H -3.634 -7.411 -2.011
H -2.902 -9.018 -0.264
H -1.044 -8.435 1.241
H 0.673 -6.860 1.981
H 1.811 -4.687 1.748
H 3.280 -3.492 -1.611
H 3.809 -2.952 -3.961
H 3.535 -1.601 -5.900
H 2.917 0.037 -5.650
H 1.825 -1.248 -6.156
H 0.900 0.186 -3.889
H 0.320 -0.388 -1.565
C 0.533 -1.386 1.150
H 1.334 -0.784 1.595
H 0.114 -2.045 1.916
```

## Properties
energy above the lowest of the compared OMol25 structures with the same formula, charge and spin = 0.0 kcal/mol
highest occupied orbital energy = -6.9 eV
charge = 0

Molecular formula: C41H31CrF3N4SSb
Method: DFT, the ωB97M-V functional and the def2-TZVPD basis

```
82
C41H31CrF3N4SSb (the ωB97M-V functional and the def2-TZVPD basis)
Cr -0.461 -0.088 1.332
C -0.996 0.887 5.509
C 0.328 1.113 5.863
C 1.343 0.916 4.938
C 1.026 0.492 3.651
C -0.311 0.286 3.282
C -1.317 0.484 4.218
C 2.036 0.146 2.636
C 3.415 0.379 2.789
C 4.275 -0.032 1.816
C 3.793 -0.735 0.688
C 4.649 -1.224 -0.323
C 4.142 -1.926 -1.381
C 2.760 -2.187 -1.449
C 1.907 -1.720 -0.483
C 2.405 -0.954 0.588
N 1.548 -0.450 1.542
H -1.779 1.026 6.242
H 0.573 1.429 6.867
H 2.370 1.074 5.239
H -2.356 0.316 3.960
H 3.777 0.890 3.668
H 5.338 0.153 1.909
H 5.714 -1.044 -0.237
H 4.798 -2.303 -2.153
H 2.367 -2.769 -2.273
H 0.853 -1.965 -0.521
N -3.147 -6.541 0.797
C -2.885 -5.841 1.912
S -3.257 -6.306 3.431
C -2.248 -4.507 1.699
C -2.727 -3.619 0.738
C -2.181 -2.356 0.662
N -1.183 -1.957 1.465
C -0.696 -2.822 2.374
C -1.206 -4.089 2.521
H -3.565 -7.454 0.895
H -2.737 -6.305 -0.091
H -3.546 -3.887 0.084
H -2.550 -1.628 -0.051
H 0.105 -2.458 3.003
H -0.821 -4.749 3.286
C -4.307 2.506 1.297
C -3.167 1.612 1.281
N -2.258 0.915 1.266
H -4.531 2.816 0.276
H -4.070 3.380 1.903
H -5.167 1.992 1.726
F -4.742 4.563 -3.576
C -3.775 3.784 -3.094
C -4.108 2.525 -2.624
C -3.096 1.723 -2.117
C -1.776 2.169 -2.089
C -1.473 3.435 -2.590
C -2.474 4.254 -3.089
Sb -0.259 0.856 -1.420
C 0.298 -0.130 -3.195
C -0.102 -1.451 -3.390
C 0.233 -2.126 -4.553
C 0.975 -1.456 -5.510
F 1.313 -2.102 -6.625
C 1.374 -0.141 -5.352
C 1.026 0.523 -4.186
C 1.362 2.167 -1.068
C 1.176 3.350 -0.351
C 2.259 4.133 0.018
C 3.528 3.708 -0.332
F 4.578 4.450 0.024
C 3.749 2.540 -1.038
C 2.658 1.765 -1.397
H -5.135 2.189 -2.680
H -3.351 0.728 -1.763
H -0.452 3.795 -2.598
H -2.261 5.239 -3.483
H -0.680 -1.971 -2.633
H -0.069 -3.150 -4.730
H 1.939 0.344 -6.137
H 1.327 1.556 -4.063
H 0.178 3.680 -0.081
H 2.136 5.058 0.564
H 4.760 2.255 -1.298
H 2.828 0.841 -1.939
```

## Properties
⟨S²⟩ = 3.825
highest occupied orbital energy (alpha / beta) = -13.0 / -13.0 eV
charge = +2
spin multiplicity = 4

Molecular formula: C41H31CuIN4PS
Method: DFT, the ωB97M-V functional and the def2-TZVPD basis

```
80
C41H31CuIN4PS (the ωB97M-V functional and the def2-TZVPD basis)
Cu 0.280 1.400 -0.934
S -3.182 2.245 -3.439
C -2.000 1.607 -4.499
C -0.836 1.266 -3.871
C -0.887 1.513 -2.491
C -2.074 2.075 -2.101
C -2.324 2.529 -0.770
C -3.532 3.092 -0.343
C -3.653 3.507 0.965
C -2.547 3.416 1.803
C -1.380 2.870 1.304
N -1.275 2.408 0.067
H -2.239 1.527 -5.543
H 0.012 0.859 -4.391
H -4.348 3.200 -1.043
H -4.585 3.921 1.327
H -2.592 3.768 2.819
H -0.494 2.820 1.923
I -1.707 -1.805 -2.632
C -1.101 -3.660 -1.819
C -1.041 -4.695 -2.715
C -0.791 -6.002 -2.285
C -0.681 -6.250 -0.948
C -0.772 -5.203 -0.005
C -0.784 -5.514 1.369
C -0.960 -4.534 2.302
C -0.972 -3.198 1.894
C -0.881 -2.827 0.569
P -0.472 -1.024 0.331
C 1.019 -0.981 1.412
C 1.461 0.266 1.849
C 2.608 0.386 2.609
C 3.354 -0.740 2.921
C 2.961 -1.974 2.435
C 1.811 -2.094 1.676
C -1.791 -0.381 1.434
C -3.050 -0.248 0.850
C -4.140 0.121 1.616
C -3.983 0.368 2.970
C -2.726 0.285 3.543
C -1.630 -0.080 2.782
C -0.905 -3.841 -0.432
H -1.214 -4.508 -3.763
H -0.743 -6.799 -3.009
H -0.562 -7.260 -0.589
H -0.679 -6.547 1.664
H -1.039 -4.768 3.353
H -1.015 -2.437 2.660
H 0.893 1.151 1.583
H 2.917 1.355 2.971
H 4.236 -0.655 3.535
H 3.550 -2.851 2.648
H 1.531 -3.065 1.300
H -3.175 -0.432 -0.209
H -5.119 0.191 1.167
H -4.836 0.628 3.577
H -2.594 0.484 4.595
H -0.656 -0.143 3.248
N 3.517 2.251 -0.768
C 2.749 3.348 -1.081
C 3.378 4.603 -1.099
C 2.636 5.720 -1.409
C 1.287 5.558 -1.714
C 0.757 4.286 -1.692
N 1.457 3.203 -1.358
C 3.281 0.909 -0.922
C 4.371 0.051 -0.692
C 4.219 -1.299 -0.895
C 2.998 -1.776 -1.365
C 1.981 -0.871 -1.557
N 2.095 0.434 -1.302
H 4.478 2.466 -0.530
H 4.430 4.685 -0.882
H 3.090 6.699 -1.429
H 0.663 6.400 -1.967
H -0.273 4.106 -1.961
H 5.315 0.458 -0.363
H 5.043 -1.974 -0.725
H 2.843 -2.819 -1.581
H 1.023 -1.180 -1.950
```

## Properties
⟨S²⟩ = 0.755
highest occupied orbital energy (alpha / beta) = -10.2 / -10.2 eV
charge = +1
spin multiplicity = 2

Molecular formula: C41H31N3O8RuSTe
Method: DFT, the ωB97M-V functional and the def2-TZVPD basis

```
86
C41H31N3O8RuSTe (the ωB97M-V functional and the def2-TZVPD basis)
Ru -0.884 -0.746 -0.763
O -6.738 -2.953 -1.480
C -5.527 -2.254 -1.379
C -4.806 -1.779 -2.504
C -3.433 -1.412 -2.369
N -2.860 -1.346 -1.146
C -3.567 -1.786 -0.117
C -4.964 -2.109 -0.146
C -2.765 -2.037 1.163
O -3.307 -2.441 2.181
O -1.507 -1.669 1.001
C -2.746 -1.121 -3.677
O -3.321 -1.641 -4.638
O -1.619 -0.498 -3.827
H -6.820 -3.366 -2.318
H -5.116 -1.937 -3.526
H -5.512 -2.326 0.796
C 1.102 -0.961 5.437
C 1.189 -0.436 4.021
C 2.097 -1.033 3.178
C 2.089 -0.839 1.767
C 2.965 -1.589 0.773
O 2.408 -2.343 -0.023
C 4.450 -1.511 0.894
C 5.250 -2.428 0.149
C 6.649 -2.417 0.264
C 7.219 -1.568 1.224
C 6.453 -0.700 1.959
C 5.088 -0.640 1.791
C 0.958 -0.105 1.280
O 0.860 0.008 -0.015
C 0.039 0.590 2.177
C 0.221 0.462 3.532
C -1.063 1.319 1.555
N -1.377 1.066 0.274
C -2.376 1.903 -0.371
C -2.093 2.129 -1.826
Te -0.320 1.006 -2.606
C 0.776 2.606 -1.764
C 0.344 3.604 -0.867
C 1.303 4.359 -0.183
C 2.625 4.275 -0.541
C 3.045 3.400 -1.533
C 2.122 2.535 -2.107
C -1.997 2.080 2.455
C -3.397 1.837 2.370
C -4.294 2.328 3.301
C -3.905 3.211 4.328
C -2.559 3.533 4.359
C -1.616 2.937 3.540
H 0.693 -0.207 6.115
H 2.076 -1.228 5.758
H 0.503 -1.873 5.500
H 2.836 -1.679 3.661
H 4.736 -3.177 -0.428
H 7.267 -3.018 -0.420
H 8.267 -1.593 1.439
H 6.891 -0.115 2.722
H 4.495 0.056 2.382
H -0.495 0.845 4.241
H -2.556 2.876 0.152
H -3.346 1.426 -0.226
H -1.991 3.203 -2.016
H -2.902 1.786 -2.497
H -0.746 3.759 -0.682
H 1.083 4.997 0.658
H 3.374 4.960 -0.169
H 4.070 3.318 -1.846
H 2.474 1.809 -2.802
H -3.718 1.180 1.593
H -5.285 1.909 3.332
H -4.562 3.637 5.045
H -2.227 4.234 5.138
H -0.599 3.174 3.724
O 1.667 -0.356 -3.144
N 1.334 -1.327 -3.922
C 1.972 -1.447 -5.157
C 1.405 -2.332 -6.067
C 0.360 -3.206 -5.674
C -0.035 -3.241 -4.370
C 0.417 -2.267 -3.504
S 0.138 -2.397 -1.782
H 2.864 -0.777 -5.262
H 1.685 -2.334 -7.078
H -0.132 -3.827 -6.379
H -0.774 -3.965 -4.074
```

## Properties
⟨S²⟩ = 8.847
highest occupied orbital energy (alpha / beta) = -2.7 / -5.1 eV
charge = -1
spin multiplicity = 6

Molecular formula: C41H31N8O2Se2Sn
Method: DFT, the ωB97M-V functional and the def2-TZVPD basis

```
85
C41H31N8O2Se2Sn (the ωB97M-V functional and the def2-TZVPD basis)
Sn 0.166 2.055 0.892
C -3.626 2.248 3.601
C -3.428 3.384 4.367
C -2.167 3.956 4.420
C -1.138 3.374 3.691
N -1.344 2.298 2.927
C -2.550 1.742 2.890
C 0.266 3.876 3.724
C 0.680 4.931 4.527
C 2.016 5.292 4.508
C 2.905 4.597 3.706
C 2.418 3.552 2.930
N 1.130 3.221 2.947
C 3.279 2.720 2.041
C 4.659 2.866 1.992
C 5.396 2.038 1.160
C 4.737 1.086 0.401
C 3.358 1.009 0.501
N 2.647 1.806 1.296
H -4.590 1.762 3.549
H -4.245 3.820 4.928
H -1.999 4.836 5.022
H -2.647 0.861 2.265
H -0.013 5.458 5.166
H 2.367 6.107 5.127
H 3.950 4.869 3.695
H 5.163 3.601 2.601
H 6.473 2.132 1.115
H 5.273 0.411 -0.250
H 2.795 0.284 -0.073
Se -1.738 5.076 -1.760
Se -2.753 4.470 0.237
C -3.343 2.678 -0.172
C -4.708 2.433 -0.083
C -5.165 1.148 -0.327
C -4.248 0.172 -0.681
C -2.910 0.522 -0.762
N -2.452 1.747 -0.493
C 0.123 4.822 -1.312
C 0.703 5.535 -0.269
C 2.050 5.343 -0.013
C 2.767 4.471 -0.819
C 2.097 3.823 -1.844
N 0.796 3.982 -2.087
H -5.389 3.238 0.155
H -6.221 0.920 -0.264
H -4.556 -0.841 -0.900
H -2.170 -0.216 -1.047
H 0.110 6.227 0.314
H 2.536 5.884 0.790
H 3.825 4.301 -0.669
H 2.626 3.140 -2.500
C -0.279 -10.071 -5.539
O -0.568 -10.065 -4.151
C -0.491 -8.888 -3.490
C -0.172 -7.670 -4.093
C -0.119 -6.518 -3.328
C -0.381 -6.568 -1.964
C -0.697 -7.788 -1.369
C -0.754 -8.940 -2.121
N -0.349 -5.449 -1.093
N -0.096 -4.359 -1.630
C -0.046 -3.256 -0.737
C -0.177 -3.342 0.629
C -0.129 -2.208 1.451
C 0.068 -0.950 0.919
O 0.092 0.139 1.669
C 0.233 -0.846 -0.497
N 0.413 0.408 -0.990
C 0.469 0.590 -2.289
C 0.393 -0.482 -3.197
C 0.253 -1.756 -2.722
C 0.156 -1.981 -1.328
H -0.373 -11.104 -5.860
H 0.739 -9.723 -5.732
H -0.989 -9.453 -6.093
H 0.036 -7.613 -5.152
H 0.131 -5.573 -3.788
H -0.896 -7.809 -0.306
H -0.997 -9.895 -1.676
H -0.329 -4.318 1.069
H -0.250 -2.303 2.522
H 0.559 1.616 -2.630
H 0.447 -0.283 -4.258
H 0.196 -2.604 -3.391
```

## Properties
highest occupied orbital energy = -9.3 eV
charge = +1

Look up the charge of the first one. 0

Look up the charge of the third one. +1

Which of these has the highest charge? C41H31CrF3N4SSb

Among the records above, which one has the lowest charge? C41H31N3O8RuSTe